Entry 1:
C3H12N2S | ωB97M-V with the def2-TZVPD basis set

Its electronic energy is -17111.8665 eV. As for the LUMO energy (spin up / spin down): -3.31 / -8.39 eV. Its energy above the lowest of the compared OMol25 structures with the same formula, charge and spin is 69.5 kJ/mol. The total charge is +1. Its spin multiplicity is 2. For the HOMO energy (spin up / spin down), the calculation gives -0.4862 / -0.4857 Eh.

Geometry (Å):
1 C 2.3052 -1.0757 0.0632
2 S 1.1622 -1.5375 -1.2681
3 H 2.9353 -0.2151 -0.1893
4 H 1.7184 -0.9212 0.9747
5 H 2.8863 -1.9777 0.2713
6 C -0.9766 1.2583 -0.3872
7 N 0.1849 2.1324 -0.1005
8 C -1.1702 0.2180 0.7500
9 N -1.4435 -1.1358 0.1833
10 H -0.8045 0.7125 -1.3363
11 H -1.8691 1.8829 -0.5180
12 H 1.0363 1.5554 -0.1932
13 H 0.2056 2.8409 -0.8321
14 H -2.0260 0.5153 1.4309
15 H -0.2489 0.1861 1.3504
16 H -1.5338 -1.8698 0.9144
17 H -2.2987 -1.1548 -0.3656
18 H -0.0630 -1.4141 -0.7477

Entry 2:
C3H12N3 | ωB97M-V with the def2-TZVPD basis set

Its electronic energy is -7767.7167 eV. As for the LUMO energy: -3.70 eV. Its energy above the lowest of the compared OMol25 structures with the same formula, charge and spin is 281.1 kJ/mol. The total charge is +1. Its spin multiplicity is 1. For the HOMO energy, the calculation gives -0.5040 Eh.

Geometry (Å):
1 C -0.1521 -1.0300 1.4780
2 C -1.4422 -0.3749 -0.6519
3 C -0.5216 -0.0539 0.4865
4 N 1.6139 -0.6461 -1.0699
5 N -0.0481 1.1889 0.6421
6 N -0.1662 2.2745 -0.1514
7 H 0.8629 -1.2547 1.5963
8 H -0.6743 -1.9542 1.0780
9 H -0.4207 -0.7502 2.4626
10 H -1.1705 -1.3166 -0.9832
11 H -1.4855 0.3623 -1.3074
12 H -2.4585 -0.3708 -0.0860
13 H 1.3525 -1.4385 -1.6879
14 H 2.1879 -1.0856 -0.3526
15 H 0.3335 1.3706 1.5088
16 H -0.5939 2.0676 -1.0216
17 H 0.5793 2.9476 -0.2992
18 H 2.2035 0.0640 -1.6412